(1)
Computed, not measured: an isolated molecule of C14H12N4 at a distorted geometry, with ωB97M-V/def2-TZVPD.

Geometry as XYZ:
```
30
Properties=species:S:1:pos:R:3:forces:R:3:mulliken_charge:R:1
N -3.996669 0.089399 -1.047040 2.0 1.3 1.9 -0.60
N -2.285848 2.697674 2.487819 0.0 -3.8 -4.4 -0.60
N 4.056713 0.268961 0.348108 1.7 1.2 1.1 -0.55
N 2.292009 -2.679543 -2.391458 0.2 -0.7 -0.6 -0.53
C -3.206496 0.517791 -0.289702 -1.7 -1.1 -0.8 0.00
C -2.266285 1.886268 1.595680 0.0 4.1 5.1 -0.10
C 3.041991 -0.066885 -0.030516 0.7 -1.5 -1.0 -0.41
C 2.214777 -1.814866 -1.651114 -0.5 2.0 1.5 -0.33
C -2.129465 0.858303 0.647820 1.5 -2.0 -3.3 1.20
C 1.990597 -0.725240 -0.682441 -1.0 0.2 -0.1 2.39
C -0.895399 0.268283 0.298759 -7.0 2.4 1.7 -1.14
C 0.795176 -0.247818 -0.288782 3.6 -2.4 -0.5 -1.18
C 0.735156 0.281106 2.350049 -0.3 0.4 0.1 -1.61
C 0.823861 2.131287 0.698683 -0.7 -0.8 -1.8 -1.65
C -0.741136 -2.230947 -0.406617 -0.5 -0.4 -2.1 -1.49
C -0.722582 -0.391987 -2.354033 0.6 0.2 1.2 -1.45
C 0.372122 0.655654 0.901594 2.0 -0.1 -1.2 1.69
C -0.505406 -0.731824 -0.793884 0.2 0.6 0.3 1.32
H 0.287350 0.996539 3.100056 0.6 -0.5 -1.0 0.38
H 1.821277 0.266905 2.396931 0.0 0.2 0.3 0.44
H 0.381818 -0.683738 2.632861 -0.3 -0.9 0.1 0.41
H 0.279922 2.750008 1.377475 -0.4 0.6 0.2 0.56
H 1.884372 2.256908 0.851537 0.3 -0.2 0.2 0.45
H 0.629099 2.367449 -0.374711 0.0 0.4 0.9 0.34
H -0.388950 -2.629630 0.532820 0.6 0.5 0.3 0.35
H -1.807536 -2.432423 -0.401687 -0.3 0.1 -0.1 0.43
H -0.337843 -2.867212 -1.251464 -0.2 0.7 1.0 0.44
H -0.609012 0.672252 -2.534971 -0.1 0.4 0.4 0.40
H -1.714616 -0.644893 -2.641522 -0.8 -0.4 -0.2 0.48
H 0.001005 -0.817782 -3.080253 -0.3 -0.4 1.0 0.35
```
Positions in Å, forces in eV/Å.

The calculation puts the max |F| at 7.6 eV Å⁻¹. Its highest occupied orbital energy is -10.380 eV. Its total energy is -20668.214 eV. The molar mass is 236.3 g mol⁻¹.

(2)
Computed, not measured: an isolated molecule of C3H5N at a distorted geometry, with ωB97M-V/def2-TZVPD.

Geometry as XYZ:
```
9
Properties=species:S:1:pos:R:3:forces:R:3:mulliken_charge:R:1
C 0.803192 0.593908 0.320981 1.1 1.1 1.4 -0.95
C 0.096443 -0.611532 -0.170888 0.2 1.4 -0.9 0.27
C -1.293836 -0.371199 -0.391268 1.5 -0.7 -0.2 -0.36
N -1.101758 -0.899620 0.692663 -0.2 -2.1 1.9 -0.47
H 1.698368 0.296927 0.949539 -0.9 0.6 -0.5 0.25
H 0.029840 1.155990 0.967095 1.6 -0.6 -0.9 0.29
H 1.170859 1.252263 -0.494296 -0.2 -0.3 0.4 0.25
H 0.625962 -1.283792 -0.848835 -0.2 -0.6 0.8 0.34
H -2.029069 -0.132946 -1.024992 -2.9 1.2 -2.0 0.38
```
Positions in Å, forces in eV/Å.

The calculation puts the max |F| at 3.7 eV Å⁻¹. Its highest occupied orbital energy is -9.695 eV. Its total energy is -4679.344 eV. The molar mass is 55.1 g mol⁻¹. As for the SMILES: C[C@@H]1C=N1.

(3)
Computed, not measured: a structure of composition C29H35BrCl2N7OPS2Ti at a distorted geometry, with ωB97M-V/def2-TZVPD.

Geometry as XYZ:
```
79
Properties=species:S:1:pos:R:3:forces:R:3:mulliken_charge:R:1
Ti 0.226489 -0.089230 -0.098510 -0.1 -1.2 1.6 0.33
S 1.046772 -1.255417 1.814335 0.0 0.1 0.3 -0.56
C 2.390471 -0.231099 1.368323 0.0 0.0 0.0 0.71
S 2.692565 -0.209974 -0.337412 0.0 0.0 0.0 -0.43
C 2.994136 0.613294 2.267761 0.0 0.0 -0.1 0.38
C 2.567304 0.649873 3.628351 0.0 0.0 0.1 0.06
N 2.174074 0.701304 4.709270 0.0 0.0 0.0 -0.56
C 3.918082 1.608044 1.828496 0.0 0.1 0.0 0.00
N 4.598046 2.463638 1.466198 0.0 0.0 0.0 -0.54
Br 0.069869 -4.702813 -6.089925 0.0 0.0 0.0 -0.15
C 0.100297 -3.267123 -4.874927 0.0 0.1 0.0 0.07
C 1.013963 -3.274626 -3.830136 0.0 0.0 0.0 -0.80
C 1.029409 -2.225757 -2.925792 0.0 0.0 -0.1 0.08
C 0.146379 -1.168556 -3.095224 -0.1 0.1 0.2 -0.26
C -0.778085 -1.166744 -4.130844 0.0 0.0 0.0 -0.11
C -0.800132 -2.222167 -5.027845 0.0 0.0 0.0 -0.88
N 0.199844 -0.090190 -2.145931 0.0 0.8 -1.5 0.65
C 0.146364 1.122303 -2.580919 0.3 -0.3 0.1 -0.20
C 0.390398 2.256328 -1.676553 0.1 -0.1 -0.2 -0.19
C 0.514496 3.539102 -2.180714 0.1 0.0 0.1 -0.76
C 0.930277 4.549885 -1.321474 0.0 -0.1 0.0 -0.75
C 1.209113 4.231029 -0.004637 0.0 0.0 0.0 -1.09
C 1.035182 2.924419 0.430644 0.0 -0.1 0.1 -0.28
N 0.625355 1.953475 -0.381370 0.0 0.8 -0.4 1.08
H 1.710057 -4.094594 -3.722832 0.0 0.0 0.0 0.46
H 1.738045 -2.214065 -2.107592 0.0 0.0 0.0 0.28
H -1.505200 -0.370484 -4.228406 0.0 0.0 0.0 0.49
H -1.519509 -2.237789 -5.834021 0.0 0.0 0.0 0.44
H 0.073902 1.330263 -3.647258 -0.1 0.0 0.0 0.74
H 0.320239 3.731704 -3.226722 0.0 0.0 0.0 0.57
H 1.055954 5.560597 -1.684497 0.0 0.0 0.0 0.47
H 1.572065 4.973490 0.691364 0.0 0.0 0.0 0.50
H 1.253551 2.641467 1.452819 0.0 0.0 0.0 0.56
Cl -1.279929 -2.430697 -0.340489 -0.1 -0.1 -0.1 -0.01
C -0.757681 -3.800526 0.691186 0.0 0.0 -0.1 -0.62
Cl -1.513941 -3.740968 2.271476 0.0 0.0 0.0 -0.10
H 0.317544 -3.718671 0.803741 0.0 0.0 0.0 0.38
H -1.064216 -4.701248 0.173546 0.0 0.0 0.0 0.44
O -1.606713 0.483316 0.294023 0.0 0.3 0.2 0.78
P -2.776705 1.112455 1.062556 0.1 -0.1 0.0 -2.68
N -3.559964 2.086857 0.020561 0.0 0.1 0.0 0.50
C -2.789366 2.996003 -0.851250 0.0 0.0 0.0 0.25
C -3.834733 3.979803 -1.372577 0.0 0.0 0.0 -0.66
C -4.842882 4.046988 -0.228088 0.0 0.0 0.0 -0.78
C -4.937228 2.589928 0.204265 -0.1 -0.1 0.0 -0.52
N -2.181276 1.930897 2.349375 0.0 -0.2 -0.1 0.89
C -1.080184 1.454570 3.216547 0.0 0.0 0.0 0.86
C -0.956310 2.568764 4.244347 0.1 0.0 -0.1 -0.74
C -2.409633 2.956006 4.487734 0.0 0.0 0.0 -0.85
C -3.040667 2.880226 3.096312 -0.2 0.0 -0.1 -0.19
N -3.894521 0.044721 1.558849 -0.1 0.0 0.0 0.64
C -4.697056 -0.746568 0.595839 0.0 0.0 -0.1 -0.48
C -5.066115 -2.010115 1.370963 0.0 0.0 0.0 -0.52
C -5.068798 -1.544726 2.824383 0.0 0.0 0.0 -0.80
C -3.864120 -0.616394 2.880475 0.1 0.1 0.0 -0.06
H -2.298332 2.436752 -1.649581 -0.1 0.0 0.0 -0.29
H -2.018873 3.518256 -0.272003 0.0 0.0 0.0 0.13
H -4.315086 3.575613 -2.265779 0.0 0.0 0.0 0.33
H -3.399608 4.943776 -1.629992 0.0 0.0 0.0 0.41
H -5.807398 4.454512 -0.524017 0.0 0.0 0.0 0.45
H -4.449642 4.656349 0.589074 0.0 0.0 0.0 0.23
H -5.619281 2.039106 -0.449106 0.0 0.0 0.0 0.40
H -5.275287 2.456943 1.232491 0.0 0.0 -0.1 0.33
H -0.174478 1.287655 2.642294 0.1 0.0 -0.1 -1.33
H -1.323135 0.504680 3.698917 0.0 0.0 0.0 0.25
H -0.402895 3.412012 3.821335 0.0 0.0 0.0 0.25
H -0.439626 2.237851 5.139718 0.1 0.0 0.0 0.51
H -2.529922 3.940632 4.935333 0.0 0.0 0.0 0.45
H -2.877103 2.227943 5.153238 0.0 0.0 0.0 0.29
H -3.029453 3.852108 2.596200 0.0 0.0 0.0 0.26
H -4.077655 2.532436 3.140268 0.0 0.0 0.0 0.30
H -4.120434 -0.964586 -0.305265 0.0 0.0 0.0 0.30
H -5.587127 -0.183592 0.305915 0.0 0.0 0.0 0.24
H -4.300652 -2.777038 1.225893 0.0 0.0 0.0 0.11
H -6.021786 -2.418538 1.048650 0.0 0.0 0.0 0.43
H -4.986141 -2.363082 3.537060 0.0 0.0 0.0 0.39
H -5.980889 -0.987810 3.047428 0.0 0.0 0.0 0.33
H -2.944174 -1.192203 3.007704 0.0 0.0 0.0 0.11
H -3.927870 0.120453 3.681223 0.0 0.0 0.0 0.10
```
Positions in Å, forces in eV/Å.

As for the expectation value of S²: 0.76. The calculation puts the max |F| at 2.0 eV Å⁻¹. Its highest occupied orbital energy (alpha / beta) is -10.452 / -10.561 eV. Its total energy is -192280.805 eV. The molar mass is 791.4 g mol⁻¹. Its charge is +1. As for the spin multiplicity: 2.

(4)
Computed, not measured: a cluster of 2 separate species, C4H13N2O in total at a distorted geometry, with ωB97M-V/def2-TZVPD.

Geometry as XYZ:
```
20
Properties=species:S:1:pos:R:3:forces:R:3:mulliken_charge:R:1
C -0.464075 -2.863124 0.246143 -2.5 1.1 -2.1 -1.19
C -0.787946 -1.596357 1.018773 0.4 2.0 0.3 -0.45
C -0.051463 -0.329183 0.441068 -0.5 -2.0 4.0 -0.09
C 1.049629 0.256326 0.917679 -1.0 0.8 -3.7 -0.47
N 1.676369 1.065876 -0.065263 1.9 1.9 1.2 -0.56
N -0.508497 0.077883 -0.818193 -1.3 -0.5 -2.3 -0.06
H -0.699779 -3.712887 0.838264 1.1 -0.9 0.7 0.38
H -1.219222 -3.061731 -0.562230 0.5 0.6 0.2 0.29
H 0.456945 -2.669129 -0.276329 0.9 -1.1 0.3 0.38
H -0.326289 -1.745059 1.993002 -0.4 0.3 0.3 0.33
H -1.878026 -1.386501 1.129908 0.7 -0.3 0.0 0.35
H 1.448672 0.289976 1.860939 0.6 -0.7 2.3 0.50
H 2.112514 0.531914 -0.784449 0.2 -0.6 -0.6 0.25
H 2.465766 1.666354 0.280756 -1.4 -0.7 -0.1 0.27
H -1.538336 0.157304 -0.878891 0.3 -0.5 0.3 0.43
H -0.216710 -0.727660 -1.401196 -0.4 1.1 -0.9 0.40
H -0.241004 1.050616 -1.092615 0.5 -0.5 0.1 0.29
H -1.330635 3.592971 -0.815009 2.2 -2.5 -1.0 0.33
H 0.070818 3.048730 -1.535295 -0.6 0.5 0.4 0.32
O -0.719586 2.769102 -1.039330 -1.6 2.2 0.4 -0.70
```
Positions in Å, forces in eV/Å.

The calculation puts the max |F| at 4.6 eV Å⁻¹. Its highest occupied orbital energy is -13.147 eV. Its total energy is -9378.738 eV. The molar mass is 105.2 g mol⁻¹. Its charge is +1.

(5)
Computed, not measured: a structure of composition C7H12BClEuO5 at a distorted geometry, with ωB97M-V/def2-TZVPD.

Geometry as XYZ:
```
27
Properties=species:S:1:pos:R:3:forces:R:3:mulliken_charge:R:1
C 1.685373 -1.831480 -0.118745 -1.0 1.4 -1.1 -0.79
C 1.911672 -0.719051 -1.242955 -0.1 0.4 0.0 -0.17
Cl 2.360465 -1.469337 -2.816528 -0.4 0.3 1.0 -0.06
C 0.696865 0.301093 -1.406094 0.7 0.7 -0.1 -0.90
C 0.534670 1.149637 -0.096979 1.1 -1.5 0.8 0.04
O 0.528834 2.571044 -0.182720 0.1 -0.4 0.7 -0.39
C 0.507693 2.923425 1.188381 -2.4 -2.2 -3.8 0.48
O 1.165818 3.666937 1.738860 1.0 1.6 1.7 -0.22
O -0.508734 2.067113 1.710592 0.0 -0.3 0.9 -0.27
C -0.567343 0.820565 0.989847 1.0 2.0 -0.2 0.44
C -2.101043 0.783529 0.599973 -0.2 1.3 0.7 -0.88
B -2.616551 -0.608564 -0.060974 -1.4 -1.9 -1.0 0.35
O -3.721636 -0.506649 -0.920630 2.2 0.3 0.7 -0.29
O -2.091001 -1.865125 0.151994 0.2 1.3 0.7 -0.43
H 2.346741 -1.562078 0.782745 -2.1 3.6 -5.3 0.20
H 0.612348 -1.731417 0.229215 0.9 -0.3 -0.1 0.29
H 1.833007 -2.904789 -0.492905 0.2 1.1 0.4 0.47
H 2.797846 -0.128509 -0.899328 -0.7 -0.4 -0.5 0.41
H 1.046805 1.016462 -2.196957 -0.5 -0.6 0.5 0.49
H -0.237054 -0.186216 -1.761873 0.7 0.2 0.3 0.40
H 1.494486 0.960217 0.482929 -0.7 -0.2 -0.4 0.29
H -0.198011 0.109759 1.774044 -0.9 -0.2 -0.9 0.33
H -2.418121 1.648069 -0.037404 0.6 -0.6 0.5 0.35
H -2.686773 0.896552 1.561907 0.2 -0.3 -0.9 0.42
H -3.447030 -0.715071 -1.844218 -0.6 0.2 0.2 0.39
H -1.622158 -1.936565 0.998669 -0.2 -0.1 -0.3 0.31
Eu 2.692832 -2.749550 1.869155 2.3 -5.4 5.5 1.71
```
Positions in Å, forces in eV/Å.

As for the expectation value of S²: 12.01. The calculation puts the max |F| at 8.1 eV Å⁻¹. Its highest occupied orbital energy (alpha / beta) is -20.522 / -20.195 eV. Its total energy is -50181.118 eV. The molar mass is 374.4 g mol⁻¹. Its charge is +3. As for the spin multiplicity: 7.

(6)
Computed, not measured: the ion C2H4NS with charge +1 at a distorted geometry, with ωB97M-V/def2-TZVPD.

Geometry as XYZ:
```
8
Properties=species:S:1:pos:R:3:forces:R:3:mulliken_charge:R:1
C 0.122861 -0.678684 0.577087 -0.7 0.2 -0.2 -0.08
C 0.573723 0.739697 -0.030990 -1.8 0.0 0.2 -0.13
N -0.687983 0.041272 -0.411164 1.9 -2.9 -6.1 -0.21
S 0.285994 0.642844 1.754560 1.1 0.5 2.6 0.08
H 0.698953 -1.577226 0.394879 -0.4 -0.1 -0.1 0.35
H 1.471566 0.820183 -0.592516 0.3 0.1 -0.9 0.35
H -0.884471 -0.355215 -1.458073 1.7 0.7 2.8 0.38
H -1.580644 0.367129 -0.233784 -2.0 1.4 1.7 0.25
```
Positions in Å, forces in eV/Å.

As for the expectation value of S²: 2.01. The calculation puts the max |F| at 7.0 eV Å⁻¹. Its highest occupied orbital energy (alpha / beta) is -11.126 / -16.368 eV. Its total energy is -14449.925 eV. The molar mass is 74.1 g mol⁻¹. Its charge is +1. As for the spin multiplicity: 3.

(7)
Computed, not measured: a cluster of 2 separate species, C3H11N2O2 in total at a distorted geometry, with ωB97M-V/def2-TZVPD.

Geometry as XYZ:
```
18
Properties=species:S:1:pos:R:3:forces:R:3:mulliken_charge:R:1
C 0.662150 -0.576843 -0.502272 0.2 -0.4 1.6 -0.65
C -0.020802 -0.853311 0.852692 -1.0 0.3 -0.8 -0.50
C 0.840650 -0.254682 1.945299 1.0 0.1 -0.1 0.37
N 0.256577 0.536910 2.873103 -1.1 -0.2 0.1 -0.37
O 2.040458 -0.429040 1.871667 -0.1 -0.2 0.2 -0.56
N -0.277571 -0.687642 -1.636490 -0.4 -0.6 -1.2 -0.21
H 1.426166 -1.341218 -0.568188 0.4 0.4 -0.6 0.25
H 1.066312 0.424379 -0.432589 0.3 0.1 -0.6 0.37
H -1.024422 -0.410265 0.828742 0.0 -0.1 0.2 0.41
H -0.117470 -1.932281 0.971327 -0.1 0.0 0.4 0.28
H -0.748247 0.606854 2.906537 0.0 -0.1 -0.1 0.21
H 0.681100 0.717507 3.766275 0.6 0.0 -0.1 0.27
H -0.043362 -0.093024 -2.437136 0.2 0.5 0.4 0.38
H -1.227289 -0.402411 -1.391274 0.0 0.1 0.1 0.37
H -0.338469 -1.609947 -2.076122 0.1 -0.3 0.6 0.37
H -0.651277 2.363192 -1.682409 -0.1 0.3 -0.2 0.31
H -1.497883 2.213293 -2.988499 0.1 0.2 0.2 0.31
O -1.026622 1.728528 -2.300662 0.0 -0.2 0.0 -0.62
```
Positions in Å, forces in eV/Å.

The calculation puts the max |F| at 1.7 eV Å⁻¹. Its highest occupied orbital energy is -13.527 eV. Its total energy is -10358.694 eV. The molar mass is 107.1 g mol⁻¹. Its charge is +1.

(8)
Computed, not measured: a structure of composition C5H8Br4Na5O3 at a distorted geometry, with ωB97M-V/def2-TZVPD.

Geometry as XYZ:
```
25
Properties=species:S:1:pos:R:3:forces:R:3:mulliken_charge:R:1
Na 6.396210 25.096030 -3.679920 -0.9 0.8 -0.1 0.90
Na 1.214470 21.200940 -4.682630 -0.2 1.0 -0.2 0.92
Na 5.393870 21.097990 -2.523890 -0.2 0.0 0.3 0.96
Na 4.956030 22.139860 -7.904550 -0.6 0.3 0.0 0.91
Na 3.446170 26.858090 -8.860600 -0.4 0.0 0.6 0.96
C 3.011430 24.641950 -5.332490 1.2 -1.4 -2.3 0.62
O 2.537230 24.248160 -6.437260 -1.8 -2.9 -2.6 -0.76
O 3.218120 23.816180 -4.384140 0.4 -2.4 2.6 -0.83
O 3.469470 25.762150 -5.374590 2.4 4.7 1.7 -0.70
Br -2.075850 24.265680 -1.844750 0.1 -0.5 0.7 -0.14
C -0.359410 24.598730 -0.864990 -0.9 1.1 -2.4 -0.43
C 0.018080 25.968640 -1.387540 0.5 1.1 0.4 -0.70
Br -1.097720 27.391980 -0.587670 0.6 -0.5 -0.4 -0.10
H 0.286950 23.941460 -1.446640 0.2 -0.5 1.1 0.21
H -0.477460 24.553410 0.217650 0.1 -0.4 -0.3 0.42
H -0.016470 26.080860 -2.471200 -0.7 -0.3 0.1 0.40
H 1.068500 26.199950 -1.210830 0.0 0.1 0.8 0.34
Br 2.959210 32.346730 -3.489230 0.8 -1.0 0.5 -0.11
C 4.415140 31.065390 -2.969540 -0.7 -1.1 0.5 -0.60
C 3.853280 29.931440 -1.994920 0.4 1.8 -0.9 -0.54
Br 5.273050 28.688030 -1.319740 -0.6 0.6 -0.6 -0.22
H 5.222660 31.654320 -2.534610 -0.2 -0.1 0.0 0.39
H 4.722480 30.580580 -3.896150 0.1 0.3 0.1 0.33
H 3.101660 29.366970 -2.546760 0.2 -0.2 0.4 0.37
H 3.434800 30.422620 -1.116440 0.0 -0.4 0.0 0.39
```
Positions in Å, forces in eV/Å.

The calculation puts the max |F| at 5.6 eV Å⁻¹. Its highest occupied orbital energy is -14.108 eV. Its total energy is -313683.740 eV. The molar mass is 550.7 g mol⁻¹. Its charge is +3.

- max |F| of number 2 (C3H5N)?
  3.7 eV Å⁻¹